This record from OMol25 describes a cluster of 2 separate species, C3H4FNS in total in a non-equilibrium geometry. The level of theory is ωB97M-V/def2-TZVPD.

```
! wB97M-V def2-TZVPD RIJCOSX def2/J DEFGRID3
* xyz 0 1
C -2.217 -0.970 0.304
C 0.274 0.253 -0.611
C -2.097 0.426 0.456
N -2.231 -2.059 -0.086
F -3.021 1.037 1.214
S -0.967 1.495 -0.378
H 0.808 -0.032 0.292
H 1.111 0.387 -1.244
H -0.095 -0.649 -0.860
H -0.434 0.026 1.980
*
```

## Properties
M = 105.14 g/mol
F_max = 0.073 Eh/bohr
Energy relative to the best compared isomer or geometry (same formula, charge and spin) = 454.7 kJ/mol
Lowest unoccupied orbital energy (alpha / beta) = -0.04120 / -0.03795 Eh
Gap between HOMO and LUMO (alpha / beta) = 9.03 / 7.46 eV
HOMO level (alpha / beta) = -10.15 / -8.49 eV
E_tot = -18213.2863 eV

---

This record from OMol25 describes a structure of composition C21H15Cl2N6O7SW. The level of theory is ωB97M-V/def2-TZVPD.

```
! wB97M-V def2-TZVPD RIJCOSX def2/J DEFGRID3
* xyz 1 1
W 1.402 -0.005 -0.159
O 3.045 -0.381 -1.441
C 3.477 -1.014 -0.424
O 3.209 -0.499 0.729
C 3.589 -2.480 -0.558
C 4.669 -3.319 -0.650
C 4.400 -4.665 -0.857
C 3.120 -5.153 -0.988
C 2.045 -4.285 -0.873
C 2.247 -2.924 -0.631
O 1.284 -2.017 -0.452
N 0.703 -4.865 -1.057
O 0.646 -5.984 -1.500
O -0.260 -4.187 -0.751
N 5.531 -5.605 -0.966
O 6.638 -5.146 -0.794
O 5.269 -6.763 -1.188
H 5.690 -2.972 -0.581
H 2.950 -6.202 -1.184
S 2.271 2.208 -0.050
C 0.807 3.093 -0.171
N 0.882 4.451 -0.327
N -0.077 5.239 -0.110
C -1.312 5.195 0.626
C -2.171 6.244 0.328
C -3.352 6.385 1.038
C -3.648 5.495 2.057
C -2.760 4.470 2.369
C -1.590 4.302 1.651
N -0.345 2.487 -0.344
N -0.208 1.180 -0.420
C -1.426 0.442 -0.619
C -2.612 0.819 -0.002
C -3.746 0.061 -0.228
C -3.687 -1.084 -1.018
C -2.494 -1.464 -1.611
C -1.361 -0.678 -1.436
H 0.143 6.178 -0.438
H -1.922 6.945 -0.459
H -4.029 7.192 0.798
H -4.564 5.605 2.620
H -2.980 3.792 3.181
H -0.908 3.510 1.922
H -2.640 1.701 0.624
H -4.681 0.351 0.231
H -4.578 -1.675 -1.177
H -2.446 -2.345 -2.236
H -0.452 -0.905 -1.996
Cl 0.258 -0.778 2.000
C -0.738 -2.295 1.836
Cl -2.346 -2.086 2.469
H -0.204 -3.023 2.439
H -0.739 -2.543 0.781
*
```

## Properties
M = 750.20 g/mol
F_max = 0.011 Eh/bohr
Lowest unoccupied orbital energy (alpha / beta) = -0.19790 / -0.19791 Eh
Gap between HOMO and LUMO (alpha / beta) = 5.96 / 5.96 eV
HOMO level (alpha / beta) = -11.34 / -11.35 eV
E_tot = -82985.2574 eV

---

This record from OMol25 describes an isolated molecule of C3H6N2OS in a non-equilibrium geometry. The level of theory is ωB97M-V/def2-TZVPD.

```
! wB97M-V def2-TZVPD RIJCOSX def2/J DEFGRID3
* xyz 0 1
C 1.877 -0.253 0.793
S 1.316 -0.946 -0.779
C 0.316 0.097 -1.575
N -0.491 0.942 -1.006
N -0.723 0.954 0.391
C -1.858 0.068 0.786
O -2.302 0.165 1.845
H 1.206 -0.173 1.866
H 2.702 -0.983 1.131
H 2.233 0.809 0.503
H 0.715 0.307 -2.574
H -0.865 1.942 0.952
H -2.147 -0.822 0.107
*
```

## Properties
M = 118.16 g/mol
F_max = 0.100 Eh/bohr
Energy relative to the best compared isomer or geometry (same formula, charge and spin) = 439.2 kJ/mol
Structure (SMILES) = CS/C=N\NC=O
Lowest unoccupied orbital energy = 0.01209 Eh
Gap between HOMO and LUMO = 9.08 eV
HOMO level = -8.75 eV
E_tot = -19067.6152 eV

---

This record from OMol25 describes a structure of composition C22H47AlFO6 in a non-equilibrium geometry. The level of theory is ωB97M-V/def2-TZVPD.

```
! wB97M-V def2-TZVPD RIJCOSX def2/J DEFGRID3
* xyz -1 1
C 2.166 -2.361 -2.341
C 1.089 -1.345 -1.564
C 0.175 -0.467 -2.602
F 0.159 -1.082 -3.979
Al -1.738 -0.077 -1.973
C -2.143 -0.612 -0.032
C -2.089 -2.223 0.271
C -3.164 -0.788 -3.331
O -3.971 -1.894 -2.787
C -3.263 -3.160 -3.064
H 1.503 -3.296 -2.672
H 2.920 -2.774 -1.526
H 2.689 -1.859 -3.260
H 0.466 -2.061 -0.849
H 1.678 -0.568 -0.875
H 0.734 0.577 -2.744
H -1.906 1.527 -2.029
H -1.328 -0.081 0.652
H -3.205 -0.230 0.352
H -1.279 -2.368 1.136
H -3.098 -2.655 0.740
H -1.703 -2.873 -0.637
H -3.933 0.097 -3.554
H -2.674 -1.031 -4.391
H -2.202 -2.989 -3.552
H -3.961 -3.848 -3.733
H -3.148 -3.717 -2.037
C 5.634 -0.674 1.801
C 4.873 -0.930 0.528
O 3.755 -1.442 0.544
C 5.533 -0.535 -0.766
H 5.036 -1.009 2.655
H 6.573 -1.233 1.792
H 5.830 0.396 1.909
H 6.468 -1.089 -0.890
H 5.724 0.541 -0.773
H 4.868 -0.779 -1.601
C -4.628 3.199 -1.188
C -3.332 3.860 -0.800
O -2.249 3.411 -1.172
C -3.413 5.093 0.061
H -4.416 2.323 -1.810
H -5.161 2.873 -0.292
H -5.242 3.896 -1.764
H -3.892 4.850 1.012
H -3.973 5.873 -0.460
H -2.401 5.462 0.261
C 3.628 -0.941 -5.533
C 4.926 -1.651 -5.809
O 5.868 -1.589 -5.020
C 5.028 -2.438 -7.088
H 3.699 -0.414 -4.575
H 3.428 -0.210 -6.320
H 2.813 -1.668 -5.473
H 4.892 -1.773 -7.945
H 4.277 -3.231 -7.097
H 6.021 -2.895 -7.154
C -4.526 -0.582 3.250
C -3.499 0.408 3.732
O -3.211 1.403 3.068
C -2.838 0.134 5.056
H -4.918 -0.255 2.281
H -4.065 -1.565 3.128
H -5.353 -0.635 3.963
H -2.302 -0.817 5.014
H -3.590 0.113 5.849
H -2.120 0.931 5.275
C 0.952 2.576 8.555
C 0.191 2.320 7.282
O -0.927 1.809 7.298
C 0.851 2.715 5.987
H 0.354 2.241 9.409
H 1.891 2.017 8.545
H 1.148 3.646 8.662
H 1.786 2.162 5.863
H 1.042 3.791 5.981
H 0.186 2.471 5.152
*
```

## Properties
M = 453.59 g/mol
F_max = 0.053 Eh/bohr
Lowest unoccupied orbital energy = 0.08073 Eh
Gap between HOMO and LUMO = 5.93 eV
HOMO level = -3.74 eV
E_tot = -45171.7358 eV

---

This record from OMol25 describes a structure of composition C14H24ClI2OP2Tl in a non-equilibrium geometry. The level of theory is ωB97M-V/def2-TZVPD.

```
! wB97M-V def2-TZVPD RIJCOSX def2/J DEFGRID3
* xyz 2 1
I 0.005 -1.385 -7.037
I 0.006 1.316 -6.805
Tl 0.038 -0.281 -0.542
P -2.488 0.008 0.093
C -3.487 -0.040 -1.416
C -3.231 -1.365 1.051
H -4.323 -1.236 1.122
H -4.238 1.386 1.100
H -2.794 -1.372 2.061
H -2.659 1.595 1.925
H -3.281 -0.950 -1.987
H -3.012 -2.324 0.556
C -3.151 1.482 0.948
H -4.547 -0.026 -1.156
H -2.953 2.378 0.340
H -3.269 0.823 -2.050
P 2.487 0.000 0.135
C 3.527 -0.065 -1.351
C 3.108 1.461 1.019
H 2.643 -1.373 2.122
H 4.224 -1.272 1.276
H 2.926 -2.337 0.645
C 3.135 -1.376 1.138
H 2.575 1.561 1.977
H 4.192 1.368 1.206
H 4.587 -0.056 -1.073
H 3.326 0.793 -1.999
H 2.924 2.364 0.418
H 3.325 -0.973 -1.929
C -0.019 -0.073 -2.849
O -0.057 -0.072 -3.982
Cl 0.115 2.786 4.098
C 0.009 1.284 4.888
C 0.154 1.171 6.249
C 0.298 -0.088 6.846
C 0.482 -1.201 6.037
C 0.352 -1.101 4.665
C -0.003 0.122 4.051
C -0.271 0.119 2.700
H 0.217 2.063 6.851
H 0.381 -0.179 7.919
H 0.740 -2.168 6.460
H 0.576 -1.949 3.996
H -0.154 -0.823 2.106
H -0.470 1.000 2.110
*
```

## Properties
M = 763.94 g/mol
F_max = 0.073 Eh/bohr
Energy relative to the best compared isomer or geometry (same formula, charge and spin) = 125.5 kJ/mol
Lowest unoccupied orbital energy (alpha / beta) = -0.27986 / -0.30388 Eh
Gap between HOMO and LUMO (alpha / beta) = 5.88 / 4.60 eV
HOMO level (alpha / beta) = -13.49 / -12.87 eV
E_tot = -68932.1220 eV

---

This record from OMol25 describes a structure of composition C5H61ClN3O24PSi2 in a non-equilibrium geometry. The level of theory is ωB97M-V/def2-TZVPD.

```
! wB97M-V def2-TZVPD RIJCOSX def2/J DEFGRID3
* xyz 0 1
N -0.893 3.093 0.226
C -1.998 2.484 0.482
N -3.083 2.661 -0.448
N -2.106 1.656 1.668
C -3.356 1.909 2.451
C -4.000 0.498 2.819
C -3.238 -0.251 3.989
C -2.365 -1.501 3.496
Si -3.412 -2.986 2.917
O -3.363 -3.288 1.226
Si -1.776 -3.411 0.606
P -1.303 -1.344 -0.128
O -0.041 -1.383 -1.280
Cl -3.032 -0.698 -1.208
H -0.193 2.894 0.942
H -2.797 2.308 -1.364
H -3.826 2.021 -0.152
H -1.351 1.886 2.316
H -4.101 2.481 1.857
H -3.130 2.438 3.413
H -4.005 -0.091 1.862
H -5.063 0.629 3.158
H -2.482 0.484 4.381
H -3.900 -0.613 4.807
H -1.779 -1.831 4.396
H -1.646 -1.094 2.744
H -4.824 -2.669 3.234
H -3.091 -4.182 3.729
H -0.856 -3.691 1.730
H -1.592 -4.418 -0.438
H -0.470 -1.374 -2.158
O 1.002 -4.965 -1.145
H 1.704 -4.875 -0.491
H 0.770 -4.054 -1.365
O -0.155 1.676 -2.648
H -0.124 0.773 -2.323
H 0.710 2.034 -2.419
O 0.293 4.131 2.916
H 0.984 4.220 3.580
H 0.035 5.039 2.725
O 0.186 1.663 4.435
H 0.876 1.751 5.104
H -0.070 2.578 4.243
O 2.600 1.809 -3.064
H 3.012 2.415 -3.688
H 3.346 1.352 -2.654
O -1.603 -3.099 -3.156
H -2.218 -3.075 -2.415
H -1.770 -3.951 -3.576
O 5.389 1.753 -1.556
H 6.090 1.839 -0.899
H 5.138 2.667 -1.746
O -0.934 4.127 5.572
H -1.837 4.365 5.806
H -0.692 3.459 6.225
O 2.254 3.377 6.112
H 2.942 3.463 6.780
H 1.998 4.287 5.923
O 2.104 -0.367 2.869
H 1.536 0.014 2.191
H 1.900 0.151 3.653
O 2.751 4.745 -2.742
H 2.292 4.741 -3.590
H 2.074 4.475 -2.106
O -1.767 -6.106 -4.773
H -1.672 -6.759 -5.483
H -1.398 -6.547 -4.002
O -0.944 -6.964 0.080
H -1.387 -7.516 -0.570
H -0.583 -6.232 -0.442
O -5.628 -0.846 -3.218
H -4.881 -0.656 -2.639
H -6.382 -0.887 -2.621
O 1.905 8.022 -2.892
H 1.872 7.059 -2.877
H 2.344 8.253 -2.065
O 2.765 -2.381 -2.126
H 3.179 -2.525 -2.983
H 1.888 -2.041 -2.340
O -1.797 -8.533 -6.434
H -2.517 -9.047 -6.055
H -1.105 -9.187 -6.610
O 2.178 9.610 -0.356
H 1.601 9.992 -1.028
H 1.997 10.132 0.431
O 0.372 -10.358 -7.240
H 0.781 -9.748 -7.864
H 1.118 -10.806 -6.827
O 2.933 3.390 -0.291
H 3.020 2.743 -1.001
H 3.300 2.943 0.479
O 4.766 -0.620 0.096
H 4.317 -1.162 -0.566
H 5.111 0.128 -0.406
O 7.077 1.981 1.236
H 6.387 1.394 1.568
H 7.640 2.141 1.999
*
```

## Properties
M = 670.14 g/mol
F_max = 0.045 Eh/bohr
Lowest unoccupied orbital energy = -0.00721 Eh
Gap between HOMO and LUMO = 8.10 eV
HOMO level = -8.30 eV
E_tot = -97354.6206 eV